15
Properties=species:S:1:pos:R:3:forces:R:3 method="wB97M-V/def2-TZVPD" smiles="C=C=C=[N+]1C[C@@H]1C" relative_energy_kj_mol=768.8 max_force_ha_per_bohr=0.121 charge=+1 e_lumo_ev=-5.163
C 2.52236 -1.02049 0.07825 5.455 2.038 -2.244
C 2.02504 -1.26256 1.24574 -1.886 -0.286 2.280
C 0.77877 -0.99654 1.20148 4.416 -1.381 0.989
N -0.05400 -0.48159 0.49191 -3.864 1.283 -1.334
C -1.43737 -0.72998 0.21955 0.644 1.454 -1.281
C -0.89652 0.64939 0.42154 -2.940 3.223 0.278
C -1.04086 1.52926 -0.85825 2.283 -2.919 0.141
H 3.05862 0.06044 -0.07118 -1.516 -2.491 0.125
H 2.77134 -1.76805 -0.68513 -0.411 0.170 0.109
H -1.95851 -1.23093 0.91846 -1.604 -1.521 2.515
H -1.64607 -1.00164 -0.77780 -0.178 -0.205 -1.045
H -1.09468 1.24842 1.34546 0.312 -1.165 -0.492
H -0.35618 2.33149 -0.88167 0.693 1.077 0.224
H -2.03321 1.88268 -1.05254 -0.568 -0.267 0.096
H -0.63872 0.79011 -1.59582 -0.836 0.989 -0.361

33
Properties=species:S:1:pos:R:3:forces:R:3 method="wB97M-V/def2-TZVPD" max_force_ha_per_bohr=0.025 charge=+2 multiplicity=6 e_lumo_ev="-8.955 / -7.310" s2=8.828
I 0.04203 -1.55725 -5.83060 -0.001 0.720 0.001
I 0.04239 1.14417 -6.14110 -0.002 -0.708 0.154
Sm 0.00428 0.24600 -0.27514 0.165 0.235 0.408
P -2.76585 0.26639 0.23488 -0.683 -0.179 0.178
C -3.62856 0.06864 -1.35151 -0.021 0.006 -0.160
C -3.33288 -1.07703 1.33720 0.127 -0.061 0.082
H -4.40693 -0.98985 1.55689 0.299 -0.002 -0.143
H -4.38945 1.82685 1.18485 0.206 0.000 -0.064
H -2.77351 -1.01966 2.28481 -0.207 -0.004 -0.318
H -2.76992 1.94611 1.95367 -0.235 0.003 -0.348
H -3.32089 -0.88814 -1.80450 -0.174 0.309 0.079
H -3.13414 -2.05213 0.86651 -0.144 0.313 0.162
C -3.30891 1.82110 0.99999 0.142 0.156 -0.002
H -4.71647 0.07729 -1.24680 0.094 0.003 -0.037
H -3.04748 2.64986 0.32302 -0.173 -0.154 0.307
H -3.32481 0.89105 -2.01869 -0.198 -0.268 0.112
P 2.80866 0.26690 0.24905 1.220 -0.054 0.450
C 3.71262 0.05699 -1.32128 -0.155 -0.004 -0.286
C 3.39194 1.81220 1.03502 -0.253 0.206 0.006
H 2.80413 -1.01976 2.30801 0.163 -0.023 -0.327
H 4.42060 -1.12237 1.56344 -0.276 0.223 -0.233
H 3.07452 -2.06153 0.87560 0.094 0.255 0.179
C 3.34225 -1.10440 1.35057 -0.287 -0.140 0.039
H 2.84841 1.94669 1.98384 0.171 -0.034 -0.322
H 4.46964 1.83801 1.24328 -0.250 -0.224 -0.163
H 4.80360 0.05351 -1.23693 -0.172 0.029 0.173
H 3.42066 0.87410 -1.99961 0.161 -0.245 0.116
H 3.14769 2.65485 0.36952 0.109 -0.183 0.246
H 3.40010 -0.89689 -1.77558 0.140 0.275 0.070
Cl 0.01907 0.40795 2.22008 0.033 0.014 -0.379
O -0.27313 -2.00904 0.18896 0.176 -0.991 0.315
H -0.09065 -2.19419 1.14232 -0.256 -0.030 -0.736
H -0.46904 -2.85645 -0.26975 0.184 0.557 0.443

55
Properties=species:S:1:pos:R:3:forces:R:3 method="wB97M-V/def2-TZVPD" relative_energy_kj_mol=8.8 max_force_ha_per_bohr=0.006 charge=+2 e_lumo_ev=-6.491
Bi 0.34745 -0.36586 -0.37357 0.122 0.089 0.100
Br 3.68836 -1.99976 -0.59237 -0.017 -0.021 0.000
C 3.85094 -0.14160 -0.29967 0.061 -0.002 0.022
C 5.09200 0.46519 -0.19621 -0.044 0.032 0.009
C 5.11741 1.83157 0.03868 -0.009 -0.024 0.007
C 3.92508 2.53775 0.16202 -0.021 -0.031 -0.016
C 2.74543 1.83963 0.01993 -0.009 0.046 -0.031
N 2.71422 0.52133 -0.20299 -0.018 0.007 -0.025
C 1.39114 2.49032 0.14239 0.107 0.028 0.114
O 1.25844 3.53819 0.73708 -0.023 0.047 0.077
O 0.38988 1.82689 -0.37544 -0.176 -0.173 -0.195
H 5.99805 -0.11395 -0.29229 0.008 -0.006 -0.004
H 6.06661 2.34170 0.13014 0.005 0.008 -0.002
H 3.89766 3.59946 0.35816 0.007 0.014 0.006
N -2.61236 -2.45819 -0.58466 -0.036 -0.058 -0.251
C -2.95681 -1.11792 -0.51615 -0.087 -0.075 0.090
C -4.32888 -0.83595 -0.61740 0.041 0.050 0.015
C -4.76311 0.46510 -0.60748 0.000 0.017 -0.004
C -3.82753 1.49457 -0.49173 0.007 -0.043 -0.005
C -2.50662 1.15428 -0.39681 -0.030 0.018 0.004
N -2.06136 -0.12879 -0.40205 0.058 -0.031 0.017
C -1.54868 -3.23233 -0.12667 -0.091 -0.031 0.137
C -1.69138 -4.62294 -0.20649 0.021 0.021 0.052
C -0.70195 -5.41930 0.31696 0.038 0.016 0.010
C 0.41138 -4.82737 0.91810 -0.050 0.013 -0.021
C 0.48111 -3.45938 0.92460 0.016 0.021 0.000
N -0.47229 -2.66313 0.39816 -0.119 0.026 -0.144
H -3.39455 -3.02821 -0.87220 0.067 0.044 -0.005
H -5.03363 -1.65221 -0.69916 -0.006 -0.016 -0.001
H -5.81975 0.68236 -0.68912 -0.002 0.006 -0.002
H -4.11800 2.53421 -0.49095 -0.013 0.026 0.008
H -1.73609 1.90864 -0.32608 -0.011 0.015 -0.013
H -2.57218 -5.05698 -0.65936 -0.026 -0.007 -0.009
H -0.79440 -6.49541 0.27006 0.002 -0.020 0.003
H 1.19881 -5.41790 1.35978 0.023 -0.024 0.008
H 1.33089 -2.95082 1.36495 0.023 0.012 0.010
C -2.80588 -0.37768 3.29760 0.011 -0.004 -0.061
N -2.30128 0.92226 2.87962 0.046 0.137 0.060
C -1.06592 1.22892 2.45244 -0.125 -0.071 -0.052
Se 0.35094 -0.01275 2.30777 0.233 0.043 0.114
N -1.00163 2.54213 2.22103 0.013 -0.020 -0.010
C -2.23232 3.11877 2.48833 0.029 0.021 -0.012
C -2.68164 4.43278 2.38548 -0.022 -0.046 0.010
C -3.99378 4.65355 2.74343 -0.022 -0.016 0.008
C -4.82925 3.61150 3.18962 0.014 0.010 -0.008
C -4.38283 2.31082 3.28912 0.044 0.057 -0.017
C -3.05802 2.08925 2.92123 -0.049 -0.050 0.004
H -2.04977 -1.13206 3.10250 -0.006 -0.006 0.003
H -3.70894 -0.60234 2.73180 -0.012 -0.013 0.010
H -3.03589 -0.35516 4.36093 -0.005 -0.012 0.011
H -0.19359 3.03269 1.82355 0.061 -0.038 -0.025
H -2.03537 5.23190 2.05272 0.019 0.024 -0.008
H -4.39338 5.65624 2.69039 -0.011 0.015 0.000
H -5.84733 3.84234 3.46946 -0.015 0.010 0.003
H -5.02441 1.51777 3.64402 -0.022 -0.033 0.012

57
Properties=species:S:1:pos:R:3:forces:R:3 method="wB97M-V/def2-TZVPD" smiles=CC(C)CCN1CCN(CCCc2ccccc2)C[C@H]1CCO relative_energy_kj_mol=62.1 max_force_ha_per_bohr=0.010 e_lumo_ev=0.898
C -4.11451 -0.70265 5.08852 -0.015 0.280 0.009
C -4.38226 0.66487 4.46098 0.007 0.006 -0.094
C -5.68366 0.64382 3.66171 0.180 0.113 0.218
C -3.20152 1.15967 3.61234 -0.208 -0.099 -0.032
C -2.88426 0.27343 2.40517 -0.057 0.065 0.230
N -1.50355 0.45192 1.95471 0.036 -0.040 -0.118
C -1.35448 1.76243 1.33736 0.243 0.296 0.083
C 0.07092 2.01513 0.87197 -0.278 0.035 0.023
N 0.42563 1.01697 -0.11499 0.052 0.102 0.089
C 1.71934 1.27293 -0.72313 -0.109 -0.138 -0.218
C 1.90941 0.48491 -2.01798 0.196 0.293 0.233
C 3.14089 0.97107 -2.79039 -0.228 -0.234 0.071
C 3.32357 0.16736 -4.04569 0.122 0.114 0.017
C 2.70112 0.55028 -5.22686 0.020 0.000 0.032
C 2.83786 -0.20810 -6.37574 -0.051 -0.001 -0.093
C 3.59874 -1.36448 -6.35790 0.008 -0.064 -0.093
C 4.22074 -1.75706 -5.18522 0.034 -0.099 -0.014
C 4.08197 -0.99618 -4.03810 -0.008 0.028 0.006
C 0.35401 -0.27971 0.52724 -0.275 -0.059 -0.097
C -1.06891 -0.58575 1.01193 0.200 -0.383 -0.223
C -1.10127 -2.00500 1.60932 0.007 0.260 0.333
C -0.27138 -2.17854 2.88769 0.187 -0.317 -0.380
O -0.65242 -1.32567 3.93208 -0.217 0.315 0.371
H -4.83219 -0.89590 5.88279 -0.076 -0.074 0.072
H -4.21195 -1.49875 4.35468 0.023 -0.147 -0.073
H -3.11223 -0.74619 5.50670 0.117 -0.092 0.072
H -4.49950 1.38916 5.27633 0.014 -0.039 -0.055
H -6.51865 0.38483 4.30899 -0.131 -0.046 0.010
H -5.63380 -0.09166 2.86255 -0.033 -0.106 -0.129
H -5.88163 1.61902 3.22183 -0.082 0.098 -0.093
H -2.31432 1.19620 4.24795 0.077 0.059 0.008
H -3.42293 2.17777 3.28496 0.066 0.060 0.031
H -3.00376 -0.76096 2.71469 -0.041 -0.014 -0.071
H -3.59037 0.47502 1.58271 0.041 -0.084 0.006
H -1.62600 2.52119 2.07216 -0.034 0.012 -0.059
H -2.02599 1.85850 0.46611 0.004 0.004 0.070
H 0.12643 3.00675 0.41658 0.014 -0.018 0.037
H 0.75324 1.98989 1.74161 -0.017 0.036 -0.035
H 1.75800 2.33995 -0.96061 0.054 -0.007 0.038
H 2.54877 1.05492 -0.02573 -0.009 0.069 -0.003
H 2.02761 -0.57874 -1.80536 -0.037 -0.060 -0.048
H 1.01711 0.60615 -2.63396 -0.039 -0.042 -0.016
H 4.02298 0.87324 -2.15350 0.048 0.075 -0.019
H 3.01536 2.02692 -3.03924 0.055 0.034 0.029
H 2.10753 1.45343 -5.24584 -0.059 0.110 0.003
H 2.35067 0.10434 -7.28811 -0.034 0.025 -0.068
H 3.70785 -1.95651 -7.25466 0.011 -0.041 -0.068
H 4.81694 -2.65793 -5.16473 0.047 -0.065 0.000
H 4.57191 -1.30568 -3.12541 0.060 -0.020 0.104
H 0.64083 -1.04839 -0.19126 0.003 -0.046 0.066
H 1.05082 -0.32043 1.38275 0.010 -0.045 -0.029
H -1.72703 -0.57856 0.12081 0.088 0.040 0.080
H -2.13054 -2.30220 1.81283 0.002 -0.069 -0.047
H -0.71275 -2.69269 0.85551 -0.035 -0.027 -0.053
H -0.39844 -3.19920 3.26269 0.080 0.057 -0.111
H 0.79619 -2.04209 2.65604 -0.091 -0.107 0.015
H -0.76568 -0.44120 3.54213 0.057 -0.004 -0.016